[1]
52
Properties=species:S:1:pos:R:3 method="wB97M-V/def2-TZVPD" e_homo_ev="-13.651 / -14.292" spin_multiplicity=1 mol_weight_g_mol=585.539 total_charge=+2 total_energy_ha=-3959.105483 largest_force_ha_per_bohr=0.0984 e_above_lowest_kcal_mol=74.2 lumo_ev="-8.9 / -9.0"
P 0.52138 -1.15918 -1.03181
P 0.96542 1.82685 -0.11532
C 0.99592 0.07180 -2.34589
C 1.84215 1.19624 -1.74299
H 0.06182 0.40633 -2.84910
H 1.59013 -0.51658 -3.06186
H 2.87303 0.86625 -1.50508
H 1.84415 2.06794 -2.41758
C -0.10508 2.90093 -1.22693
H -0.49459 3.75186 -0.66197
H -0.92975 2.32900 -1.65707
H 0.51213 3.29996 -2.04243
C 1.64062 3.34416 0.65819
H 0.88898 4.14470 0.88946
H 2.48821 3.73724 0.06351
H 2.01225 3.05469 1.66428
C -0.52909 -2.16372 -2.22038
H -0.71718 -3.16348 -1.81095
H -0.00578 -2.29020 -3.17686
H -1.49799 -1.68496 -2.41518
C 1.97417 -2.24891 -1.08381
H 2.88495 -1.63389 -1.09557
H 1.88133 -2.82004 -2.01891
H 1.95066 -2.91922 -0.21297
Pb 3.32364 0.41439 1.09548
C -1.83659 0.83451 0.06975
C -2.19919 0.32108 -1.13427
C -3.49621 -0.38343 -1.14396
C -3.51982 -1.45193 -0.01801
C -2.36785 -2.38187 0.07146
C -1.11411 -2.22169 0.59436
C -0.72466 -1.18080 1.60057
C -1.44973 0.18808 1.44875
C 2.77096 -1.02832 2.72235
H -1.77899 1.93758 0.13355
H -1.86233 0.78149 -2.07297
H -3.73149 -0.81205 -2.11417
H -4.30219 0.31494 -0.87823
H -3.70607 -0.96685 0.93330
H -4.36886 -2.10671 -0.25716
H -2.59081 -3.39855 -0.28452
H -0.40999 -3.07028 0.49166
H 0.36970 -1.07189 1.64363
H -0.92112 -1.60001 2.60333
H -2.38495 0.11965 2.01911
H -0.85837 0.97103 1.97298
H 3.23394 -0.95895 3.72478
H 2.70759 -2.07258 2.38999
H 1.75995 -0.64207 2.83548
Se 1.93062 2.98761 5.70828
C 2.26546 2.24894 4.16624
N 2.61365 1.83084 3.09542

***

[2]
52
Properties=species:S:1:pos:R:3 method="wB97M-V/def2-TZVPD" e_homo_ev="-14.768 / -14.763" spin_multiplicity=4 mol_weight_g_mol=517.653 total_charge=+2 total_energy_ha=-1841.315385 largest_force_ha_per_bohr=0.1624 e_above_lowest_kcal_mol=0.0 lumo_ev="-7.5 / -9.7"
P -1.89252 1.27609 -1.85952
P -0.96231 -1.88835 2.40742
C 0.44448 -2.04055 0.00805
C 0.30952 -2.73933 1.38312
H 1.53158 -2.04290 -0.34210
H -0.16453 -2.47475 -0.79081
H -0.03603 -3.78420 1.22374
H 1.23397 -2.66364 1.98099
C -0.25694 -1.17246 3.88825
H -0.71842 -1.66047 4.74537
H -0.54641 -0.12148 3.89715
H 0.82188 -1.24778 3.93959
C -2.01739 -3.25120 2.98439
H -1.42281 -3.84538 3.70130
H -2.31091 -3.89961 2.13993
H -2.92491 -2.81408 3.44571
C -1.29196 2.90803 -2.45478
H -2.06250 3.31059 -3.12739
H -0.32181 2.77122 -2.94123
H -1.14680 3.54857 -1.57297
C -1.88175 0.17743 -3.33872
H -1.83430 -0.85085 -2.96530
H -1.01064 0.43000 -3.95173
H -2.82248 0.36771 -3.87375
Re 0.46749 -0.01171 0.23947
C 2.45675 -0.55314 0.44335
C 2.04603 0.38176 1.44139
C 2.47444 1.82267 1.31826
C 2.27688 2.33977 -0.14040
C 1.00246 1.71890 -0.62392
C 1.04696 0.58030 -1.56512
C 2.36903 -0.01961 -2.02226
C 3.24715 -0.34546 -0.82960
C -3.65857 1.56909 -1.57628
H 2.88232 -1.37928 0.95008
H 1.89399 -0.02998 2.46970
H 3.53459 1.81928 1.63945
H 1.94260 2.48329 2.03722
H 2.15518 3.43192 -0.12472
H 3.14949 2.13103 -0.78665
H 0.10079 2.39823 -0.66263
H 0.35563 0.71244 -2.40098
H 2.80285 0.68703 -2.74851
H 2.16648 -0.93779 -2.60239
H 3.79243 -1.25884 -1.10307
H 4.07936 0.34615 -0.76216
H -4.22752 0.64980 -1.70232
H -4.02181 2.32240 -2.27049
H -3.76368 1.88577 -0.53534
S -4.49142 -0.63551 1.51590
C -2.94733 -0.34720 1.13642
N -1.84858 -0.05390 0.73889

***

[3]
52
Properties=species:S:1:pos:R:3 method="wB97M-V/def2-TZVPD" e_homo_ev="-11.920 / -11.921" spin_multiplicity=1 mol_weight_g_mol=497.050 total_charge=+2 total_energy_ha=-3980.410822 largest_force_ha_per_bohr=0.1261 e_above_lowest_kcal_mol=202.6 lumo_ev="-9.3 / -9.3"
P -5.24219 -2.52031 -3.46477
P -2.71063 -4.04024 -4.68306
C -5.46364 -3.47648 -5.05103
C -4.41186 -4.57934 -5.22637
H -5.38427 -2.75683 -5.87549
H -6.47862 -3.89620 -5.08271
H -4.68487 -5.44939 -4.61633
H -4.36915 -4.91566 -6.27153
C -2.01018 -3.54540 -6.32986
H -0.93400 -3.37295 -6.22664
H -2.46613 -2.60776 -6.66202
H -2.17515 -4.31410 -7.09527
C -1.92482 -5.71517 -4.53336
H -2.07973 -6.32614 -5.43130
H -2.34630 -6.23966 -3.66989
H -0.84931 -5.60021 -4.36439
C -6.28288 -1.04215 -3.88571
H -6.40395 -0.41545 -2.99628
H -7.27517 -1.32741 -4.25653
H -5.77590 -0.44541 -4.65063
C -6.45812 -3.42659 -2.39346
H -6.06435 -4.41476 -2.13706
H -7.43143 -3.54619 -2.88590
H -6.59888 -2.87259 -1.45972
Sn 0.00000 0.00000 0.00000
C 0.13639 -1.98035 -1.01027
C 0.25894 -1.00930 -1.99885
C -0.84782 -0.59566 -2.95498
C -1.66336 0.62237 -2.45646
C -1.90503 0.63559 -0.96333
C -2.19986 -0.46694 -0.16807
C -2.40949 -1.88108 -0.68385
C -1.12199 -2.74028 -0.65412
C -0.21293 1.41888 1.50244
H 1.05603 -2.40959 -0.61740
H 1.26794 -0.72475 -2.28788
H -1.50952 -1.44558 -3.14304
H -0.39761 -0.33822 -3.91933
H -1.11633 1.53807 -2.70545
H -2.62027 0.67574 -2.99786
H -2.09461 1.62006 -0.53952
H -2.57017 -0.26674 0.83464
H -2.82109 -1.84692 -1.69635
H -3.16588 -2.37085 -0.06182
H -0.98678 -3.13727 0.35771
H -1.24106 -3.61178 -1.31600
H 0.36697 1.14728 2.39035
H -1.26415 1.55044 1.78969
H 0.16863 2.37982 1.13374
Se 3.17538 2.39464 3.14429
C 2.07669 1.56609 2.05636
N 1.25264 0.94465 1.24038

***

[4]
56
Properties=species:S:1:pos:R:3 method="wB97M-V/def2-TZVPD" e_homo_ev=-8.187 spin_multiplicity=1 mol_weight_g_mol=436.884 total_energy_ha=-1253.779166 largest_force_ha_per_bohr=0.2800 e_above_lowest_kcal_mol=325.6 lumo_ev=-0.7
Rb -1.54875 2.68751 -0.22922
O 0.21495 -0.12135 -0.26251
C -0.60581 0.08992 0.72598
O -0.81023 1.26899 0.96645
O -1.21598 -0.77955 1.35884
H 0.19770 0.82652 -0.41371
C 2.45828 2.84000 -1.39167
C 1.26010 1.84643 -1.49543
O 0.24460 1.94191 -0.76198
C 1.28690 0.81362 -2.59069
H 2.15668 3.73755 -0.85173
H 2.74364 3.13174 -2.40239
H 3.29125 2.31918 -0.91942
H 2.22007 0.26362 -2.46909
H 1.34675 1.39589 -3.51019
H 0.35704 0.24805 -2.53068
C -4.51833 -0.33080 0.71127
C -3.99079 -0.76310 -0.66195
O -4.73546 -1.25953 -1.51880
C -2.56059 -0.63451 -0.98142
H -5.57105 -0.61167 0.74281
H -4.41221 0.75317 0.75420
H -3.99237 -0.75136 1.56835
H -1.96592 -1.29178 -0.34701
H -2.15941 0.36659 -0.82342
H -2.26318 -0.94227 -1.98388
C 2.10152 -1.24554 0.15748
C 2.55269 -1.86541 -1.16789
O 3.04175 -1.15792 -2.04681
C 2.50243 -3.30628 -1.35717
H 1.03448 -1.36622 0.34451
H 2.29226 -0.17240 0.16744
H 2.69551 -1.63172 0.98582
H 2.28224 -3.53375 -2.40018
H 1.75611 -3.63712 -0.63493
H 3.44636 -3.78888 -1.10374
C 0.26120 2.95677 2.60371
C -0.33938 2.46246 3.92911
O -1.45024 1.87951 3.97149
C 0.50714 2.65138 5.17756
H 1.29787 2.63294 2.51123
H 0.16980 4.03383 2.46333
H -0.30579 2.40358 1.85499
H 1.01631 3.60880 5.06723
H 1.24358 1.86157 5.32571
H -0.18100 2.78966 6.01150
C -0.85231 -2.64460 -0.12848
C -0.14263 -2.89312 -1.45247
O 0.18276 -4.00609 -1.77631
C 0.13278 -1.64686 -2.29343
H -0.39115 -3.03467 0.77886
H -1.88171 -3.00242 -0.14832
H -0.92417 -1.56848 0.02934
H 1.00873 -1.12955 -1.90205
H -0.72456 -0.97402 -2.27430
H 0.23965 -1.72033 -3.37569